# C22H47Cl2NO2P2Sc

C22H47Cl2NO2P2Sc as an isolated structure (ωB97M-V/def2-TZVPD, the OMol25 dataset).

```
! wB97M-V def2-TZVPD RIJCOSX def2/J DEFGRID3
* xyz -1 1
Sc 0.074 0.115 0.083
Cl 2.201 1.265 0.224
P 0.909 -1.043 2.320
C 1.978 0.000 3.444
C -0.348 -1.949 3.357
C 2.117 -2.190 1.455
C 1.475 1.424 3.669
H 2.900 0.038 2.840
C 2.185 -0.746 4.746
H 1.322 -0.598 5.405
H 3.065 -0.296 5.214
H 2.379 -1.817 4.630
H 1.758 2.086 2.852
H 1.934 1.812 4.581
H 0.392 1.500 3.788
H 2.780 -1.436 0.981
C 1.484 -3.017 0.365
C 2.820 -3.102 2.421
H 3.573 -2.554 2.986
H 3.298 -3.877 1.813
H 2.090 -3.592 3.079
H 0.533 -2.591 0.041
H 1.238 -4.060 0.608
H 2.168 -2.997 -0.494
C -1.331 -0.931 3.931
H 0.300 -2.364 4.147
C -1.032 -3.070 2.583
H -0.883 -0.265 4.675
H -2.127 -1.496 4.420
H -1.816 -0.318 3.157
H -1.446 -2.771 1.609
H -1.880 -3.392 3.192
H -0.376 -3.936 2.443
Cl -2.253 -0.102 0.845
H -0.236 1.519 1.472
P -0.584 2.114 -1.508
C 0.814 2.095 -2.792
C -2.225 1.887 -2.393
C -0.404 3.737 -0.652
C 1.410 0.731 -3.038
H 1.574 2.707 -2.279
C 0.285 2.637 -4.100
H -0.305 1.877 -4.638
H 1.183 2.859 -4.683
H -0.302 3.549 -3.964
H 2.080 0.410 -2.231
H 1.981 0.682 -3.976
H 0.586 0.021 -3.158
H 0.658 3.660 -0.353
C -1.259 3.886 0.605
C -0.621 4.842 -1.671
H 0.210 4.931 -2.375
H -0.699 5.779 -1.117
H -1.559 4.706 -2.225
H -1.690 2.971 1.022
H -2.084 4.576 0.430
H -0.626 4.299 1.395
C -2.314 0.463 -2.944
H -2.117 2.619 -3.208
C -3.390 2.202 -1.467
H -1.726 0.302 -3.861
H -3.362 0.184 -3.123
H -1.966 -0.258 -2.196
H -3.400 1.596 -0.548
H -4.288 1.939 -2.031
H -3.433 3.263 -1.207
O 1.982 -1.853 -2.368
C 0.836 -2.187 -2.352
C 0.349 -3.374 -3.193
C -1.134 -3.453 -2.901
C -1.347 -2.478 -1.737
O -2.336 -2.492 -1.070
N -0.225 -1.655 -1.616
H 0.564 -3.200 -4.247
H 0.866 -4.263 -2.831
H -1.755 -3.137 -3.744
H -1.473 -4.423 -2.538
*
```

Values from the calculation:
ΔE to the lowest compared entry with this formula, charge and spin in eV: 0.0000


# C22H47ClN4O12P

A 6-piece molecular cluster, C22H47ClN4O12P overall (ωB97M-V/def2-TZVPD, the OMol25 dataset).

```
! wB97M-V def2-TZVPD RIJCOSX def2/J DEFGRID3
* xyz -1 1
Cl 1.563 1.482 -0.301
O 2.610 2.420 -0.166
O 0.528 1.756 0.711
O 1.049 1.433 -1.589
O 2.025 0.164 0.066
O -7.365 -1.702 -1.640
P -6.042 -2.211 -2.110
N -4.694 -1.711 -1.206
C -4.662 -0.431 -0.549
C -3.438 -2.548 -1.096
N -5.640 -1.731 -3.722
C -6.104 -0.373 -4.083
C -4.529 -2.285 -4.533
N -5.831 -3.957 -2.259
C -5.669 -4.720 -1.074
C -6.566 -4.677 -3.307
H -5.570 0.077 -0.876
H -3.746 0.097 -0.813
H -4.672 -0.656 0.518
H -3.622 -3.594 -0.848
H -2.798 -2.178 -0.294
H -2.856 -2.450 -2.012
H -6.113 -0.127 -5.145
H -7.037 -0.146 -3.567
H -5.392 0.353 -3.692
H -3.840 -1.552 -4.952
H -4.012 -3.065 -3.974
H -4.965 -2.870 -5.343
H -5.730 -4.138 -0.155
H -6.602 -5.271 -0.960
H -4.875 -5.465 -1.021
H -5.939 -5.321 -3.923
H -7.134 -4.102 -4.038
H -7.411 -5.229 -2.895
O 1.284 -0.794 8.609
C 1.691 -0.685 7.475
O 1.248 0.401 6.733
C 1.733 0.211 5.371
C 2.925 -0.621 5.445
C 2.699 -1.491 6.689
H 1.887 1.085 4.738
H 0.882 -0.323 4.947
H 3.777 0.058 5.454
H 3.028 -1.101 4.472
H 3.637 -1.627 7.227
H 2.188 -2.437 6.506
O 9.695 -0.467 4.214
C 9.228 -0.279 3.092
O 7.914 -0.303 2.915
C 7.527 -0.356 1.551
C 8.704 0.244 0.876
C 9.974 0.009 1.839
H 6.703 0.297 1.264
H 7.341 -1.414 1.364
H 8.622 1.318 0.708
H 8.781 -0.113 -0.151
H 10.805 0.705 1.717
H 10.467 -0.935 1.605
O 4.792 -5.422 -5.690
C 3.832 -4.794 -5.192
O 4.012 -3.523 -4.815
C 3.211 -3.020 -3.844
C 2.273 -4.221 -3.468
C 2.429 -5.281 -4.600
H 2.788 -2.096 -4.239
H 3.615 -2.766 -2.864
H 1.266 -3.815 -3.562
H 2.569 -4.717 -2.544
H 1.920 -4.958 -5.508
H 2.550 -6.354 -4.448
C 0.425 7.911 0.471
C -0.999 8.211 1.038
C -1.422 6.815 1.601
O -2.738 6.851 2.086
C -3.095 5.598 2.565
N -0.930 9.178 2.111
H 0.806 8.747 -0.115
H 0.345 6.959 -0.055
H 1.134 7.999 1.294
H -1.762 8.572 0.348
H -0.772 6.389 2.366
H -1.281 6.061 0.826
H -2.428 5.344 3.389
H -3.282 4.911 1.739
H -4.176 5.686 2.679
H -1.716 8.918 2.689
H -1.032 10.166 1.930
*
```


Which gap between HOMO and LUMO belongs to each record? In order, 6.266, 7.948 eV.